Density functional theory data (ωB97M-V/def2-TZVPD) for one molecule with the formula C11H13N4OP at a distorted geometry.

Structure (XYZ):
```
30
Properties=species:S:1:pos:R:3:forces:R:3
C 2.836884 -0.155309 1.466293 0.464 0.417 0.352
C 2.883065 0.870262 0.242654 3.629 1.726 -0.986
O 4.037090 1.291735 -0.116204 -4.404 -1.717 1.176
N 1.729639 1.416102 -0.480417 -0.387 -2.921 0.812
C 2.008922 1.600648 -1.939529 1.780 -0.599 -1.432
C 0.477647 0.681424 -0.213188 -4.159 0.429 2.054
C -0.577892 1.431945 0.679074 0.362 -3.569 -1.847
C -1.969898 0.765936 1.052114 3.146 -2.654 -2.825
P -3.303925 1.568462 2.119326 -2.087 -1.167 -1.381
N -4.763753 1.224662 1.494188 1.283 -0.289 1.855
C -2.244803 -0.634994 0.460321 1.578 2.227 0.228
C -1.232429 -1.424468 -0.480609 -0.595 1.787 1.334
N -1.690677 -2.702577 -0.963841 5.551 1.615 -1.876
C -0.673825 -3.272362 -1.787808 -0.103 1.299 0.842
C 0.725502 -2.661106 -2.089742 -1.550 1.841 1.552
N 1.150644 -1.395772 -1.589360 -4.131 -3.003 0.224
C 0.134801 -0.762451 -0.788537 -0.161 0.558 0.412
H 1.994918 0.038540 2.218842 0.945 -0.498 -1.409
H 2.876095 -1.240743 1.083756 -0.472 1.744 0.485
H 3.824012 -0.003912 2.053829 -1.614 -0.073 -1.229
H 1.082762 1.565313 -2.611335 1.118 0.366 1.454
H 2.670910 2.527862 -2.137184 -1.445 -1.378 0.509
H 2.662704 0.698262 -2.266129 -1.084 1.551 0.341
H -0.326657 2.476340 1.058879 -0.266 -1.642 -0.657
H -3.146094 3.009058 2.180213 0.813 -0.994 -0.021
H -3.157954 1.050643 3.462615 0.454 0.604 -0.720
H -5.265383 0.694978 2.242317 0.261 0.517 -0.938
H -3.262869 -1.118639 0.700760 1.849 0.807 -0.577
H -0.918087 -4.290194 -2.278167 0.405 1.886 0.985
H 1.438664 -3.249646 -2.773144 -1.179 1.128 1.287
```
Forces are in eV/Å.

Computed properties:
- HOMO level (eV) = -8.72
- charge = 0
- energy (eV) = -28907.0624